# 1
The following is a DFT calculation (ωB97M-V/def2-TZVPD) of 5 unconnected molecules or ions with the total composition C49H41F42IO11S.

Structure (XYZ):
```
145
Properties=species:S:1:pos:R:3:mulliken_charge:R:1
C -4.892 3.160 -2.976 -0.931
C -4.570 1.973 -1.993 0.759
O -5.408 1.641 -1.199 -0.525
O -3.321 1.410 -2.092 -0.384
C -3.311 0.021 -1.697 -0.473
C -2.648 -0.166 -0.269 -0.066
C -2.966 -1.634 0.187 -1.289
C -2.577 -1.950 1.648 0.092
C -3.607 -1.807 2.686 0.851
O -4.864 -1.401 2.287 -0.532
C -3.282 -2.098 4.078 -1.352
C -1.945 -2.564 4.432 0.105
S -1.651 -2.903 6.199 1.397
O -0.277 -2.550 6.549 -0.574
O -2.518 -1.978 6.936 -0.664
C -2.037 -4.661 6.664 0.688
F -3.219 -5.109 6.114 -0.271
F -1.052 -5.519 6.262 -0.250
C -2.225 -4.788 8.245 0.582
F -1.297 -4.024 8.877 -0.202
F -3.443 -4.279 8.579 -0.217
F -2.105 -6.063 8.666 -0.226
C -0.909 -2.715 3.439 0.449
C -1.249 -2.388 2.056 0.122
C -0.093 -2.528 1.023 -0.302
O -0.221 -2.948 -0.095 -0.543
C 1.311 -2.113 1.565 0.226
C 2.258 -1.409 0.751 -1.124
C 3.590 -1.031 1.250 0.161
C 4.516 -0.253 0.283 -1.232
C 4.837 1.235 0.718 -0.505
C 3.891 1.819 1.828 -0.587
C 3.804 3.388 1.639 0.819
F 5.025 3.983 1.557 -0.294
F 3.024 3.585 0.494 -0.312
C 2.922 3.929 2.832 0.593
F 1.671 3.379 2.791 -0.251
F 3.478 3.677 4.049 -0.236
F 2.725 5.291 2.782 -0.220
C 3.913 -1.418 2.597 0.301
C 2.949 -2.143 3.500 -0.200
C 3.325 -2.540 4.978 -0.383
C 2.851 -1.385 6.007 -0.293
C 2.710 0.043 5.350 -0.819
I 2.567 1.545 6.970 -0.038
C 1.653 -2.466 2.960 0.907
C 0.543 -3.215 3.738 -0.216
O 0.739 -4.130 4.486 -0.537
H -5.464 2.809 -3.868 0.195
H -3.936 3.676 -3.243 0.290
H -5.481 3.891 -2.366 0.304
H -4.302 -0.482 -1.782 0.267
H -2.633 -0.496 -2.432 0.332
H -3.014 0.616 0.445 0.324
H -1.550 0.026 -0.417 0.200
H -4.067 -1.793 0.041 0.510
H -2.464 -2.352 -0.514 0.447
H -5.259 -0.850 2.988 0.318
H -4.050 -1.968 4.877 0.403
H 1.998 -1.122 -0.295 0.318
H 4.058 -0.243 -0.743 0.307
H 5.468 -0.842 0.176 0.345
H 5.924 1.287 0.999 0.294
H 4.756 1.872 -0.206 0.354
H 2.840 1.458 1.787 0.341
H 4.393 1.670 2.815 0.179
H 4.918 -1.165 2.997 0.631
H 4.442 -2.601 5.070 -0.079
H 2.901 -3.513 5.318 0.432
H 1.895 -1.704 6.485 0.180
H 3.653 -1.294 6.789 0.452
H 1.774 0.164 4.761 0.433
H 3.634 0.303 4.785 0.209
C -7.355 -2.820 -6.229 -0.816
C -6.428 -3.145 -5.041 0.911
C -6.444 -2.153 -3.878 0.106
F -6.050 -0.918 -4.245 -0.229
F -5.585 -2.559 -2.909 -0.284
F -5.170 -3.327 -5.503 -0.262
F -6.828 -4.353 -4.551 -0.336
O -6.766 -2.177 -7.363 -0.320
C -6.648 -0.785 -7.313 0.694
C -5.189 -0.319 -7.320 0.276
F -4.502 -0.828 -6.276 -0.187
F -5.122 1.029 -7.222 -0.268
F -7.343 -0.300 -6.268 -0.261
F -7.266 -0.314 -8.423 -0.314
H -7.687 -3.783 -6.620 0.449
H -8.271 -2.319 -5.913 0.354
H -7.441 -2.084 -3.431 0.288
H -4.688 -0.630 -8.240 0.221
C 4.553 7.454 0.404 -0.653
C 4.882 7.723 1.885 0.922
C 3.819 8.477 2.683 0.203
F 3.582 9.709 2.190 -0.255
F 4.235 8.647 3.964 -0.279
F 6.082 8.345 1.964 -0.295
F 5.048 6.507 2.475 -0.247
O 5.110 8.348 -0.560 -0.438
C 4.425 9.535 -0.825 0.729
C 5.226 10.775 -0.420 0.204
F 5.532 10.760 0.894 -0.213
F 4.508 11.899 -0.649 -0.256
F 3.203 9.499 -0.260 -0.281
F 4.221 9.563 -2.161 -0.301
H 5.015 6.494 0.167 0.337
H 3.486 7.297 0.240 0.404
H 2.878 7.921 2.708 0.208
H 6.159 10.833 -0.985 0.237
C -6.849 -1.432 -13.806 -0.708
C -5.497 -2.168 -13.730 0.883
C -5.525 -3.665 -14.037 0.080
F -6.300 -4.353 -13.176 -0.201
F -4.275 -4.183 -13.932 -0.275
F -4.934 -1.932 -12.523 -0.260
F -4.678 -1.580 -14.649 -0.334
O -7.539 -1.212 -12.577 -0.380
C -8.347 -2.240 -12.086 0.762
C -7.838 -2.796 -10.755 0.633
F -6.581 -3.276 -10.866 -0.242
F -8.616 -3.823 -10.334 -0.293
F -8.499 -3.194 -13.024 -0.283
F -9.571 -1.700 -11.896 -0.296
H -6.620 -0.426 -14.160 0.408
H -7.506 -1.853 -14.569 0.325
H -5.880 -3.852 -15.055 0.283
H -7.837 -2.022 -9.986 -0.119
C 8.987 -2.891 8.542 -0.660
C 8.967 -1.530 9.267 0.839
C 7.583 -1.028 9.693 0.082
F 6.771 -0.853 8.632 -0.168
F 7.688 0.174 10.312 -0.277
F 9.603 -0.612 8.505 -0.273
F 9.721 -1.668 10.395 -0.331
O 9.038 -2.859 7.111 -0.417
C 7.821 -2.707 6.444 0.786
C 7.748 -1.391 5.661 0.104
F 7.920 -0.319 6.457 -0.215
F 6.528 -1.256 5.085 -0.128
F 6.803 -2.855 7.309 -0.273
F 7.726 -3.739 5.575 -0.318
H 9.922 -3.374 8.830 0.409
H 8.207 -3.562 8.904 0.315
H 7.107 -1.720 10.394 0.275
H 8.515 -1.355 4.884 0.233
```

## Properties
**SMILES string**: CC(=O)OCCCc1c(O)cc(S(=O)(=O)C(F)(F)C(F)(F)F)c2c1C(=O)c1cc(CCCC(F)(F)C(F)(F)F)cc(CCCI)c1C2=O.FC(F)C(F)(F)COC(F)(F)C(F)F.FC(F)C(F)(F)COC(F)(F)C(F)F.FC(F)C(F)(F)COC(F)(F)C(F)F.FC(F)C(F)(F)COC(F)(F)C(F)F
**Molar mass**: 1762.743 u
**HOMO energy**: -0.333 Ha
**2S+1**: 1
**HOMO-LUMO gap**: 8.071 eV

=====

# 2
The following is a DFT calculation (ωB97M-V/def2-TZVPD) of a molecular structure, C49H41FNO2S2W.

Structure (XYZ):
```
97
Properties=species:S:1:pos:R:3:mulliken_charge:R:1
W -0.664 1.953 -0.358 0.769
C 5.242 3.375 -4.004 -1.847
C 4.353 2.412 -3.275 0.883
C 3.669 1.418 -3.969 -0.944
C 2.839 0.530 -3.305 -0.820
C 2.714 0.634 -1.926 0.912
C 3.389 1.613 -1.204 -0.052
C 4.204 2.493 -1.888 -1.014
S 1.487 -0.364 -1.172 0.721
O 0.843 0.577 -0.116 -0.571
C 2.325 -1.460 -0.045 0.790
C 3.718 -1.431 0.164 -1.027
C 4.258 -2.239 1.120 -1.223
C 3.440 -3.094 1.897 0.667
C 3.992 -3.932 2.898 -0.991
C 3.195 -4.765 3.625 -0.665
C 1.802 -4.808 3.384 -0.926
C 1.240 -4.014 2.428 -0.939
C 2.044 -3.128 1.664 0.666
C 1.487 -2.288 0.663 0.514
C 0.029 -2.373 0.332 -0.783
C -0.383 -3.362 -0.621 1.314
C 0.541 -4.260 -1.215 -0.981
C 0.120 -5.188 -2.124 -1.042
C -1.240 -5.268 -2.490 -0.661
C -2.151 -4.417 -1.935 -1.274
C -1.747 -3.445 -0.990 0.725
C -2.683 -2.551 -0.411 -0.964
C -2.287 -1.632 0.507 -0.912
C -0.929 -1.553 0.875 1.465
S -0.449 -0.315 2.080 0.753
O -1.033 1.025 1.561 -0.593
C -1.565 -0.746 3.380 0.198
C -1.144 -1.710 4.285 -0.422
C -2.013 -2.099 5.290 -0.973
C -3.280 -1.530 5.407 0.747
C -4.208 -1.932 6.517 -1.539
C -3.663 -0.553 4.489 -0.742
C -2.813 -0.150 3.473 0.060
H 4.858 3.581 -5.002 0.391
H 6.246 2.960 -4.112 0.434
H 5.325 4.318 -3.465 0.371
H 3.762 1.358 -5.046 0.396
H 2.277 -0.215 -3.855 0.483
H 3.244 1.703 -0.135 0.649
H 4.719 3.275 -1.343 0.345
H 4.343 -0.780 -0.431 0.568
H 5.327 -2.234 1.295 0.453
H 5.060 -3.898 3.074 0.467
H 3.624 -5.401 4.387 0.416
H 1.182 -5.483 3.959 0.461
H 0.174 -4.056 2.239 0.627
H 1.585 -4.213 -0.934 0.499
H 0.832 -5.872 -2.566 0.453
H -1.558 -6.009 -3.211 0.422
H -3.197 -4.474 -2.209 0.493
H -3.724 -2.612 -0.703 0.529
H -3.003 -0.948 0.943 0.559
H -0.154 -2.147 4.212 0.511
H -1.699 -2.851 6.004 0.399
H -3.917 -2.884 6.957 0.384
H -5.233 -2.017 6.158 0.378
H -4.200 -1.181 7.309 0.312
H -4.643 -0.097 4.572 0.476
H -3.102 0.621 2.772 0.263
C -0.453 2.187 -4.267 -1.137
C 0.492 3.299 -3.917 1.016
C 1.159 4.009 -4.909 -0.893
C 2.024 5.044 -4.592 -1.023
C 2.241 5.383 -3.263 -0.854
C 1.601 4.697 -2.241 1.013
C 1.822 5.054 -0.801 -1.338
C 0.725 3.656 -2.583 0.347
N 0.080 2.947 -1.578 0.144
H -0.522 2.075 -5.348 0.432
H -1.453 2.379 -3.874 0.192
H -0.131 1.236 -3.836 0.127
H 0.984 3.753 -5.948 0.405
H 2.520 5.595 -5.381 0.473
H 2.909 6.198 -3.013 0.421
H 2.528 5.879 -0.712 0.412
H 2.209 4.202 -0.237 0.176
H 0.886 5.345 -0.319 0.353
F -6.616 1.085 3.034 -0.419
C -5.687 1.374 2.099 0.208
C -5.584 0.569 0.983 -0.442
C -4.615 0.875 0.035 -0.600
C -3.748 1.955 0.195 0.765
C -2.713 2.285 -0.842 -1.888
C -3.892 2.741 1.340 -0.383
C -4.863 2.465 2.291 -0.369
H -6.262 -0.264 0.856 0.488
H -4.540 0.266 -0.860 0.416
H -2.733 3.366 -1.038 0.602
H -2.953 1.807 -1.795 0.516
H -3.237 3.593 1.484 0.387
H -4.984 3.077 3.175 0.435
```

## Properties
**Molar mass**: 942.844 u
**HOMO energy (alpha / beta)**: -0.356 / -0.350 Ha
**2S+1**: 1
**Total charge**: +1
**ΔE to the lowest compared entry with this formula, charge and spin**: 18.1 kcal per mole
**HOMO-LUMO gap (alpha / beta)**: 6.826 / 6.654 eV

=====

# 3
The following is a DFT calculation (ωB97M-V/def2-TZVPD) of a molecular structure, C49H41N7O4SSm.

Structure (XYZ):
```
103
Properties=species:S:1:pos:R:3:lowdin_spin:R:1
Sm 0.152 -0.065 -0.453 5.062
C 4.308 -6.714 -4.682 0.000
O 3.427 -7.137 -3.652 0.000
C 2.927 -6.195 -2.822 0.000
C 1.983 -6.639 -1.900 0.000
C 1.413 -5.754 -1.008 0.000
C 1.777 -4.408 -1.007 0.000
C 2.734 -3.979 -1.916 0.000
C 3.311 -4.857 -2.826 0.000
C 1.118 -3.376 -0.102 0.001
C -0.048 -2.696 -0.801 -0.003
C -0.304 -2.196 -2.062 -0.003
C -1.564 -1.525 -1.991 -0.003
C -2.066 -1.629 -0.701 -0.005
N -1.115 -2.365 0.000 -0.005
C -3.232 -0.872 -0.158 -0.006
C -3.029 0.461 -0.011 0.001
C -4.008 1.561 -0.006 -0.001
C -3.329 2.698 -0.202 0.001
C -1.883 2.390 -0.223 -0.003
C -0.867 3.314 -0.336 0.001
C -1.209 4.670 -0.856 0.000
C -1.717 4.828 -2.137 0.000
C -2.014 6.084 -2.664 0.000
C -1.788 7.216 -1.891 0.000
O -2.017 8.486 -2.301 0.000
C -2.458 8.679 -3.636 0.000
C -1.301 7.078 -0.591 0.000
C -1.020 5.826 -0.089 0.000
C 0.526 3.050 0.014 -0.001
N 1.013 1.833 0.347 -0.010
C 2.331 1.990 0.804 0.001
C 3.176 0.972 1.240 0.004
C 4.387 1.398 1.981 0.000
C 4.282 2.227 3.091 0.000
C 5.402 2.606 3.821 0.000
C 6.659 2.162 3.421 0.000
O 7.813 2.467 4.051 0.000
C 7.739 3.286 5.210 0.000
C 6.783 1.344 2.296 0.000
C 5.661 0.961 1.596 0.000
C 3.004 -0.445 1.080 0.002
C 3.721 -1.461 1.733 0.000
C 3.177 -2.682 1.343 0.000
C 2.138 -2.382 0.463 0.001
N 2.045 -1.048 0.273 -0.009
C 2.649 3.378 0.703 -0.001
C 1.556 4.026 0.198 0.000
N -1.757 1.030 -0.061 -0.017
C -4.597 -1.473 -0.191 -0.001
C -5.281 -1.780 0.974 0.000
C -6.582 -2.274 0.951 0.000
C -7.217 -2.469 -0.271 0.000
O -8.479 -2.938 -0.410 0.000
C -9.241 -3.140 0.770 0.000
C -6.539 -2.179 -1.456 0.000
C -5.252 -1.686 -1.408 0.000
H 4.493 -7.588 -5.297 0.000
H 5.253 -6.358 -4.266 0.000
H 3.854 -5.929 -5.290 0.000
H 1.712 -7.686 -1.897 0.000
H 0.678 -6.119 -0.305 0.000
H 3.066 -2.947 -1.902 0.000
H 4.065 -4.494 -3.509 0.000
H 0.292 -2.366 -2.945 0.000
H -2.090 -1.054 -2.806 0.000
H -5.077 1.435 0.076 0.000
H -3.735 3.692 -0.302 0.000
H -1.885 3.950 -2.750 0.000
H -2.410 6.160 -3.665 0.000
H -2.520 9.753 -3.780 0.000
H -3.444 8.235 -3.793 0.000
H -1.748 8.256 -4.350 0.000
H -1.159 7.968 0.008 0.000
H -0.669 5.736 0.933 0.000
H 3.304 2.572 3.404 0.000
H 5.282 3.239 4.687 0.000
H 8.758 3.395 5.566 0.000
H 7.130 2.815 5.984 0.000
H 7.332 4.270 4.968 0.000
H 7.771 1.027 1.991 0.000
H 5.765 0.329 0.723 0.000
H 4.528 -1.314 2.432 0.000
H 3.469 -3.666 1.676 0.000
H 3.599 3.817 0.960 0.000
H 1.475 5.075 -0.028 0.000
H -4.791 -1.636 1.929 0.000
H -7.082 -2.500 1.881 0.000
H -10.236 -3.421 0.441 0.000
H -9.299 -2.224 1.362 0.000
H -8.821 -3.944 1.378 0.000
H -7.049 -2.336 -2.397 0.000
H -4.744 -1.450 -2.337 0.000
N -0.347 -0.810 2.084 -0.006
N -1.119 -1.967 2.402 -0.001
C -1.192 -2.945 1.356 0.000
N -2.444 -3.615 1.525 0.000
S 0.249 -4.121 1.346 0.000
H 0.488 -0.820 2.662 0.000
H -0.888 0.010 2.341 0.000
H -2.052 -1.706 2.690 0.000
H -2.496 -4.040 2.444 0.000
H -2.569 -4.338 0.828 0.000
```

## Properties
**Molar mass**: 974.339 u
**HOMO energy (alpha / beta)**: -0.330 / -0.330 Ha
**2S+1**: 6
**Total charge**: +1
**⟨S²⟩**: 8.762
**ΔE to the lowest compared entry with this formula, charge and spin**: 3.5 kcal per mole
**HOMO-LUMO gap (alpha / beta)**: 5.570 / 5.601 eV

=====

# 4
The following is a DFT calculation (ωB97M-V/def2-TZVPD) of a molecular structure, C49H42AsN3P2PdS.

Structure (XYZ):
```
99
Properties=species:S:1:pos:R:3:lowdin_spin:R:1
Pd -0.102 -0.133 -0.038 0.894
N -0.061 -2.952 -0.998 0.033
P 1.325 -1.998 -0.816 0.181
C 2.631 -2.965 -1.582 0.046
C 3.937 -2.878 -1.099 0.020
C 4.943 -3.614 -1.702 -0.001
C 4.655 -4.432 -2.786 0.020
C 3.359 -4.508 -3.280 -0.001
C 2.348 -3.767 -2.690 0.020
C 1.708 -1.831 0.946 0.030
C 2.440 -0.699 1.334 0.026
C 2.810 -0.530 2.662 -0.001
C 2.450 -1.481 3.604 0.015
C 1.716 -2.603 3.228 0.000
C 1.343 -2.779 1.909 0.018
P -1.410 -1.974 -0.707 0.136
C -2.298 -2.661 0.695 0.027
C -2.495 -4.040 0.804 0.007
C -3.213 -4.553 1.870 0.002
C -3.752 -3.695 2.823 0.001
C -3.572 -2.325 2.712 0.000
C -2.845 -1.808 1.648 0.007
C -2.493 -2.123 -2.130 0.023
C -3.852 -1.837 -1.987 0.014
C -4.697 -1.943 -3.081 -0.001
C -4.193 -2.339 -4.313 0.014
C -2.840 -2.618 -4.460 0.000
C -1.986 -2.503 -3.373 0.011
H -0.067 -3.966 -1.018 0.000
H 4.167 -2.257 -0.242 0.001
H 5.953 -3.556 -1.320 0.000
H 5.442 -5.012 -3.248 0.001
H 3.136 -5.144 -4.126 0.000
H 1.344 -3.816 -3.095 0.001
H 2.745 0.032 0.590 0.004
H 3.384 0.338 2.958 0.000
H 2.738 -1.349 4.639 0.001
H 1.442 -3.342 3.970 0.000
H 0.771 -3.654 1.620 0.000
H -2.099 -4.720 0.057 0.000
H -3.361 -5.621 1.955 0.000
H -4.317 -4.100 3.652 0.000
H -3.991 -1.658 3.455 0.000
H -2.697 -0.738 1.562 0.003
H -4.254 -1.547 -1.023 0.001
H -5.751 -1.730 -2.968 0.000
H -4.859 -2.437 -5.160 0.001
H -2.453 -2.936 -5.419 0.000
H -0.930 -2.715 -3.489 0.001
C -0.507 0.501 6.280 0.000
C -0.362 1.829 5.896 0.002
C -0.411 2.175 4.555 0.004
C -0.601 1.182 3.598 0.023
C -0.736 -0.147 3.978 0.003
C -0.695 -0.487 5.324 0.000
As -0.701 1.632 1.731 0.076
C 0.351 3.216 1.478 0.009
C 1.730 3.339 1.540 0.003
C 2.306 4.579 1.303 0.000
C 1.500 5.671 1.000 0.002
C 0.120 5.543 0.932 0.000
C -0.469 4.306 1.172 0.003
C -1.922 4.019 1.160 0.002
C -2.928 4.940 0.892 0.000
C -4.256 4.543 0.941 0.001
C -4.595 3.233 1.255 0.000
C -3.599 2.300 1.513 0.001
C -2.274 2.700 1.463 0.005
H -0.474 0.238 7.328 0.000
H -0.215 2.596 6.645 0.000
H -0.301 3.212 4.258 0.000
H -0.865 -0.923 3.231 0.002
H -0.808 -1.520 5.626 0.000
H 2.353 2.485 1.775 0.000
H 3.379 4.698 1.361 0.000
H 1.953 6.638 0.823 0.000
H -0.487 6.408 0.701 0.000
H -2.685 5.967 0.653 0.000
H -5.036 5.264 0.740 0.000
H -5.636 2.942 1.303 0.000
H -3.871 1.283 1.768 0.000
N -0.881 0.219 -3.445 0.007
C 0.117 1.026 -3.077 0.036
S 0.109 1.725 -1.500 0.228
N 1.091 1.252 -3.950 0.013
C 2.266 2.062 -3.795 0.004
C 3.455 1.540 -4.284 0.001
C 4.618 2.288 -4.193 0.002
C 4.588 3.549 -3.613 0.002
C 3.389 4.066 -3.145 0.001
C 2.215 3.333 -3.244 0.010
H -1.658 0.097 -2.818 0.000
H -0.964 -0.145 -4.381 0.001
H 1.051 0.739 -4.821 0.001
H 3.475 0.552 -4.729 0.000
H 5.545 1.885 -4.577 0.000
H 5.494 4.135 -3.545 0.000
H 3.356 5.060 -2.720 0.000
H 1.279 3.767 -2.924 0.005
```

## Properties
**Molar mass**: 948.253 u
**HOMO energy (alpha / beta)**: -0.458 / -0.469 Ha
**2S+1**: 3
**Total charge**: +2
**⟨S²⟩**: 2.015
**ΔE to the lowest compared entry with this formula, charge and spin**: 0.0 kcal per mole
**HOMO-LUMO gap (alpha / beta)**: 7.755 / 5.583 eV

=====

- The highest 2S+1 belongs to which entry?
  C49H41N7O4SSm